No. 1
Here is a molecular structure, C36H55BN3P2SV from the Open Molecules 2025 dataset. Energies are from ωB97M-V with the def2-TZVPD basis set.

Geometry as XYZ:
```
99
C36H55BN3P2SV, DFT ωB97M-V with the def2-TZVPD basis set
V -0.6736 -0.0252 -0.1019
C 0.6945 -3.6513 0.4774
C -0.7026 -3.7239 -0.1798
C -1.8222 -3.6494 0.8681
C -0.7945 -5.0491 -0.9512
P -0.8179 -2.2565 -1.2864
C 0.5910 -2.3619 -2.4541
N 1.1158 -1.0122 -2.4784
B 0.7984 0.0220 -1.5247
N 1.4926 1.1931 -1.9806
C 1.3696 2.5150 -1.4035
P -0.2502 2.5142 -0.5260
C -0.0705 3.5367 1.0203
C -0.1993 5.0405 0.7483
C -1.1611 3.1365 2.0288
C 1.3205 3.2792 1.6270
C -1.4850 3.1883 -1.7359
C -1.1559 4.5928 -2.2655
C -2.8706 3.1794 -1.0774
C -1.4907 2.2153 -2.9189
C 2.1765 0.8768 -3.1384
C 2.9720 1.6766 -3.9667
C 3.5134 1.0832 -5.0819
C 3.2852 -0.2788 -5.3839
C 2.5095 -1.0754 -4.5774
C 1.9477 -0.4809 -3.4420
C -2.4098 -2.0642 -2.2101
C -3.2390 -1.1125 -1.3273
C -3.1844 -3.3570 -2.4716
C -2.1107 -1.3969 -3.5626
H 0.6604 -4.1831 1.4303
H 1.0555 -2.6374 0.6660
H 1.4427 -4.1458 -0.1417
H -1.6841 -4.4495 1.5984
H -2.8070 -3.7858 0.4208
H -1.8370 -2.7054 1.4243
H -0.4384 -5.8424 -0.2896
H -0.1578 -5.0667 -1.8388
H -1.8109 -5.2977 -1.2441
H 0.2585 -2.6769 -3.4436
H 1.3281 -3.0823 -2.1007
H 1.3844 3.2819 -2.1786
H 2.1851 2.7237 -0.7149
H -1.2185 5.3273 0.4968
H 0.4733 5.3927 -0.0343
H 0.0671 5.5669 1.6684
H -2.1682 3.2660 1.6313
H -1.0769 3.7851 2.9042
H -1.0659 2.1079 2.3740
H 2.0886 3.8820 1.1419
H 1.6733 2.2435 1.5795
H 1.2983 3.5699 2.6792
H -1.4758 5.3798 -1.5906
H -1.6957 4.7289 -3.2050
H -0.0983 4.7396 -2.4881
H -2.9514 3.9083 -0.2717
H -3.1421 2.1945 -0.6797
H -3.6214 3.4385 -1.8268
H -0.5668 2.2502 -3.5005
H -2.3148 2.4865 -3.5825
H -1.6562 1.1847 -2.6032
H 3.1696 2.7161 -3.7385
H 4.1375 1.6682 -5.7442
H 3.7392 -0.7010 -6.2702
H 2.3490 -2.1203 -4.8111
H -3.4606 -1.5223 -0.3385
H -4.1880 -0.8724 -1.8116
H -2.7393 -0.1248 -1.1940
H -3.5935 -3.7968 -1.5624
H -2.5784 -4.1032 -2.9834
H -4.0263 -3.1217 -3.1274
H -1.3491 -0.6212 -3.5171
H -3.0293 -0.9440 -3.9416
H -1.7870 -2.1312 -4.3002
N 0.0818 -0.0309 1.5622
S -0.0174 -1.1523 2.8329
C 1.3967 -0.8136 3.7968
C 2.3440 -1.8278 3.8920
C 3.4910 -1.5821 4.6357
C 3.6648 -0.3501 5.2498
C 2.7008 0.6543 5.1411
C 1.5484 0.4301 4.4139
C -1.4069 -0.6068 3.7946
C -1.3697 -0.7750 5.1733
C -2.5179 -0.4887 5.9013
C -3.6682 -0.0551 5.2585
C -3.6937 0.0886 3.8752
C -2.5601 -0.1980 3.1332
H 0.6895 0.7384 1.8399
H 2.1907 -2.7856 3.4106
H 4.2423 -2.3533 4.7378
H 4.5587 -0.1661 5.8320
H 2.8459 1.6027 5.6413
H 0.7730 1.1859 4.3561
H -0.4761 -1.1167 5.6789
H -2.5078 -0.6060 6.9768
H -4.5550 0.1682 5.8369
H -4.5962 0.4205 3.3790
H -2.5918 -0.0842 2.0547
```

Summary:
**Lowest unoccupied orbital energy (alpha / beta)**: -10.10 / -9.35 eV
**Expectation value of S²**: 0.80
**Total energy**: -98447.8177 eV
**Total charge**: +3
**Multiplicity**: 2
**Relative energy (zero: lowest compared OMol25 entry of this formula, charge and spin)**: 0.000 eV
**Max |F|**: 1.02 eV/Å

=====

No. 2
Here is a molecular structure, C36H55N4OP2Zn from the Open Molecules 2025 dataset. Energies are from ωB97M-V with the def2-TZVPD basis set.

Geometry as XYZ:
```
99
C36H55N4OP2Zn, DFT ωB97M-V with the def2-TZVPD basis set
C -1.5193 -1.6277 -1.8932
C 0.6222 -2.3443 -1.2950
C -1.5457 -2.4698 -3.0055
C 0.5525 -3.3585 -2.2934
C -0.5211 -3.4095 -3.1583
H -2.3668 -2.3768 -3.7132
H 1.4072 -4.0261 -2.3951
H -0.5641 -4.1478 -3.9573
N -0.5353 -1.6571 -0.9880
P -2.9267 -0.2977 0.0839
P 2.6765 -0.7126 0.0446
C -2.6284 -0.5842 -1.7044
H -2.3069 0.3670 -2.1636
H -3.5442 -0.8854 -2.2339
C 1.9026 -2.0666 -0.7494
H 2.5913 -2.9118 -0.8937
C 4.0057 -0.1002 -1.2494
C 3.4743 -1.4684 1.6354
C -3.7438 1.4181 0.1238
C -4.0444 -1.7815 0.4834
C 4.1160 1.4211 -1.0521
H 4.4664 1.6841 -0.0435
H 4.8369 1.8244 -1.7793
H 3.1466 1.9075 -1.2238
C 5.3671 -0.7832 -1.0794
H 5.8275 -0.6034 -0.1006
H 5.3063 -1.8648 -1.2629
H 6.0545 -0.3706 -1.8359
C 3.4867 -0.3895 -2.6605
H 4.1557 0.0914 -3.3921
H 3.4645 -1.4649 -2.8765
H 2.4806 0.0201 -2.8081
C 4.4076 -0.4290 2.2699
H 3.8459 0.4425 2.6338
H 4.9115 -0.8890 3.1342
H 5.1838 -0.0652 1.5861
C 2.3556 -1.7804 2.6369
H 1.7784 -0.8876 2.9003
H 1.6636 -2.5401 2.2615
H 2.8129 -2.1709 3.5615
C 4.1980 -2.7787 1.3159
H 5.0438 -2.6456 0.6336
H 4.5939 -3.1902 2.2565
H 3.5120 -3.5186 0.8920
C -4.5254 -1.6293 1.9365
H -5.0912 -2.5341 2.2104
H -3.6951 -1.5375 2.6518
H -5.2019 -0.7709 2.0635
C -3.2102 -3.0741 0.3444
H -2.9953 -3.3049 -0.7072
H -2.2628 -3.0224 0.8962
H -3.7974 -3.9084 0.7592
C -5.2483 -1.9328 -0.4603
H -5.8199 -2.8163 -0.1326
H -5.9303 -1.0780 -0.4407
H -4.9440 -2.1145 -1.4990
C -2.9327 2.4209 -0.7233
H -3.1041 2.2872 -1.8007
H -3.2642 3.4396 -0.4657
H -1.8511 2.3642 -0.5321
C -3.7608 1.9141 1.5802
H -2.7470 2.0893 1.9612
H -4.2984 2.8741 1.6165
H -4.2705 1.2204 2.2623
C -5.1719 1.3523 -0.4298
H -5.2032 0.9402 -1.4478
H -5.8487 0.7848 0.2210
H -5.5665 2.3785 -0.4836
Zn -0.7076 -0.2826 0.8183
C -0.9844 -1.9894 2.4116
O -0.8800 -2.7743 3.2439
N 0.4882 0.7708 -0.4172
C 0.7466 1.0857 -1.5341
C 0.6357 1.9024 -2.7016
C 0.4162 3.2784 -2.5164
C 0.7163 1.3745 -4.0110
C 0.3985 4.1384 -3.6146
H 0.2709 3.6556 -1.4982
C 0.7644 2.2523 -5.0979
H 0.7468 0.2929 -4.1557
C 0.5987 3.6272 -4.9034
H 0.2462 5.2042 -3.4484
H 0.9420 1.8566 -6.1006
H 0.6210 4.3110 -5.7560
C 2.5374 3.3340 3.3980
C 1.3661 2.4408 3.2956
C 0.4263 2.0489 4.2410
C -0.4455 1.1480 3.6160
N -0.0395 0.9721 2.3394
N 1.0269 1.8083 2.1669
C -1.6417 0.5161 4.2076
H 2.2195 4.3358 3.7249
H 3.2358 2.9456 4.1561
H 3.0723 3.4429 2.4425
H 0.3609 2.3867 5.2630
H 1.4898 1.9085 1.2644
H -1.3569 -0.2560 4.9385
H -2.2268 1.2794 4.7482
H -2.3043 0.0643 3.4539
```

Summary:
**Lowest unoccupied orbital energy**: -2.68 eV
**Total energy**: -113221.9303 eV
**Total charge**: +1
**Max |F|**: 5.27 eV/Å

=====

No. 3
Here is a molecular structure, C36H56Br2LaN3O4PSSi3 from the Open Molecules 2025 dataset. Energies are from ωB97M-V with the def2-TZVPD basis set.

Geometry as XYZ:
```
107
C36H56Br2LaN3O4PSSi3, DFT ωB97M-V with the def2-TZVPD basis set
La 0.1768 0.5432 -0.1434
C 3.3593 0.5841 3.2917
C 4.5015 1.0039 2.6313
C 4.5126 1.0048 1.2445
C 3.3898 0.5745 0.5444
N 2.2558 0.2410 1.1932
C 2.2591 0.2434 2.5273
C 3.3920 0.4216 -0.9375
C 4.5698 0.4961 -1.6732
C 4.5385 0.3324 -3.0501
C 3.3196 0.0979 -3.6638
C 2.1918 0.0225 -2.8639
N 2.2109 0.1690 -1.5367
H 3.3132 0.5436 4.3710
H 5.3766 1.3200 3.1835
H 5.3967 1.3458 0.7261
H 1.3312 -0.0479 3.0042
H 5.5171 0.6737 -1.1861
H 5.4514 0.3861 -3.6282
H 3.2417 -0.0311 -4.7341
H 1.2265 -0.1708 -3.3173
C -1.6040 -2.0013 1.4397
O -0.2245 -2.0099 1.0024
Si 0.6541 -3.3989 1.4235
C -0.4616 -4.9068 1.6001
C 1.4023 -3.1184 3.1231
C 1.8142 -3.7593 -0.0509
Si 1.0571 -4.5603 -1.6166
C -0.8225 -4.6476 -1.6362
C 1.7069 -3.5666 -3.0938
C 1.7065 -6.3377 -1.6660
Si 3.6794 -3.9906 0.2093
C 4.6649 -4.0724 -1.3891
C 4.5325 -2.6955 1.2804
C 3.5975 -5.6511 1.1466
H -1.7496 -2.6411 2.3119
H -2.2494 -2.3605 0.6373
H -1.8970 -0.9878 1.7019
H -0.7141 -5.0578 2.6505
H 0.0333 -5.8205 1.2609
H -1.3912 -4.8153 1.0398
H 0.6117 -2.8741 3.8363
H 2.1523 -2.3325 3.1770
H 1.8707 -4.0413 3.4751
H -1.2965 -3.8531 -1.0587
H -1.1713 -5.6009 -1.2381
H -1.1893 -4.5736 -2.6611
H 0.8963 -2.9911 -3.5407
H 2.0834 -4.2539 -3.8529
H 2.5144 -2.8867 -2.8296
H 1.2959 -6.9364 -0.8524
H 2.7929 -6.4029 -1.6279
H 1.3668 -6.7777 -2.6058
H 4.6996 -3.1041 -1.8923
H 4.2834 -4.8066 -2.0991
H 5.6950 -4.3502 -1.1560
H 5.3249 -3.1757 1.8576
H 5.0018 -1.9377 0.6543
H 3.8695 -2.1978 1.9853
H 2.6480 -6.1760 1.0443
H 3.7828 -5.4781 2.2063
H 4.3856 -6.2948 0.7527
Br -1.1449 1.7848 -2.7477
C -2.2811 0.2503 -3.0300
Br -1.4009 -1.2574 -2.1883
H -2.3943 0.0649 -4.0907
H -3.2310 0.4150 -2.5357
O -1.7773 0.9089 0.1793
N -1.2494 1.8683 0.8087
O -0.8190 1.1966 2.4060
S -1.2103 2.1787 3.5599
C -1.5447 1.0754 4.9254
C -2.3841 1.5371 5.9293
C -2.6533 0.7085 7.0096
C -2.1015 -0.5633 7.0620
C -1.2779 -1.0163 6.0375
C -0.9909 -0.1953 4.9596
C 0.3620 2.9053 4.0486
C 0.7468 3.0154 5.3765
C 1.9288 3.6768 5.6814
C 2.7024 4.2250 4.6685
C 2.3011 4.1105 3.3442
C 1.1221 3.4566 3.0254
H -2.8233 2.5257 5.8711
H -3.3006 1.0531 7.8039
H -2.3197 -1.2104 7.9004
H -0.8600 -2.0135 6.0806
H -0.3682 -0.5393 4.1442
H 0.1441 2.5940 6.1696
H 2.2368 3.7717 6.7138
H 3.6165 4.7492 4.9148
H 2.9112 4.5411 2.5600
H 0.7971 3.3656 1.9937
C 0.4602 4.7932 -2.3151
P 1.5508 4.1320 -1.0371
C 1.5538 5.3887 0.2578
C 3.2136 4.0743 -1.7456
O 1.1428 2.7629 -0.5315
H 0.7796 5.8055 -2.5633
H -0.5636 4.8259 -1.9407
H 0.4938 4.1835 -3.2178
H 1.8531 6.3421 -0.1786
H 2.2455 5.1287 1.0567
H 0.5494 5.4864 0.6705
H 3.5203 5.0673 -2.0739
H 3.2179 3.3951 -2.5990
H 3.9140 3.7097 -0.9939
```

Summary:
**Lowest unoccupied orbital energy**: -10.62 eV
**Total energy**: -235581.3937 eV
**Total charge**: +3
**Relative energy (zero: lowest compared OMol25 entry of this formula, charge and spin)**: 2.422 eV
**Max |F|**: 7.14 eV/Å